Record 1
A 2-piece molecular cluster, HN4O2 overall at a distorted geometry. Source: OMol25; level of theory: ωB97M-V/def2-TZVPD.

Values from the calculation:
- Charge: +1
- E_LUMO: -6.5 eV
- Largest force on an atom: 3.032 eV Å⁻¹
- HOMO-LUMO gap: 9.60 eV

Last column: Mulliken charge in e.
CARTESIAN COORDINATES (ANGSTROEM)
N -0.86460 1.26541 0.03288  -0.1670
N -1.45885 0.30801 -0.02989  0.4293
N 0.81712 -0.75139 -0.03158  0.4493
N 1.62717 0.04046 0.06478  0.7353
O -0.33670 -1.20437 0.03752  -0.4695
O 2.66131 0.53590 -0.04043  -0.4116
H -2.44546 -0.19402 -0.03329  0.4341

---

Record 2
C34H44CeCl2N3O2P3 as an isolated structure at a distorted geometry. Source: OMol25; level of theory: ωB97M-V/def2-TZVPD.

Values from the calculation:
- Charge: +2
- E_LUMO: -5.2 eV
- Largest force on an atom: 5.209 eV Å⁻¹
- HOMO-LUMO gap: 7.93 eV

Last column: Mulliken charge in e.
CARTESIAN COORDINATES (ANGSTROEM)
P 0.97807 1.44458 -4.45172  2.3674
C 2.69715 1.72682 -4.82813  0.5234
C 3.26079 1.18065 -5.98747  -0.0738
H 2.67523 0.51911 -6.62318  0.3737
C 4.57815 1.47731 -6.33155  -0.8118
H 5.00560 1.04562 -7.23382  0.4403
C 5.34131 2.31880 -5.52442  -0.5394
H 6.36977 2.54584 -5.79362  0.4241
C 4.78186 2.87031 -4.37216  -0.9163
H 5.37189 3.52970 -3.73875  0.4277
C 3.46423 2.58086 -4.02130  -0.7550
H 3.04349 3.02876 -3.12195  0.4369
C 0.42849 0.06330 -5.46509  0.0837
C 0.97270 -1.20832 -5.21462  -0.6117
H 1.73555 -1.32189 -4.44397  0.5566
C 0.54440 -2.31095 -5.94754  -0.7607
H 0.97894 -3.28780 -5.74355  0.4662
C -0.41784 -2.15840 -6.94302  -0.6698
H -0.74119 -3.02095 -7.52129  0.4517
C -0.95608 -0.90189 -7.20620  -0.7108
H -1.70037 -0.77590 -7.98961  0.4458
C -0.54489 0.20683 -6.47120  -0.3331
H -0.98258 1.18830 -6.66493  0.3876
C 0.12429 2.93575 -4.96785  0.4630
C 0.54472 3.62768 -6.11816  -0.6452
H 1.35823 3.23051 -6.72301  0.4753
C -0.06711 4.82625 -6.47498  -0.7238
H 0.26568 5.35221 -7.36623  0.4284
C -1.09139 5.35358 -5.68919  -0.5812
H -1.56139 6.29295 -5.96920  0.4209
C -1.50394 4.68589 -4.53714  -0.7951
H -2.28901 5.10021 -3.91002  0.4304
C -0.89836 3.48673 -4.17343  0.4247
H -1.19857 2.96502 -3.26559  0.0484
Ce 0.01426 0.16138 0.12476  0.2522
C -1.84889 -0.89177 -0.51577  -0.3409
C -2.17614 -0.82163 -1.79424  -0.1628
H -2.36655 -1.33423 0.31722  0.4271
C -1.19954 -0.20228 -2.78857  0.0824
O -1.89800 0.71471 -3.62746  -0.8379
H -1.17443 1.09766 -4.22010  -0.4053
C -0.04712 0.43187 -2.13815  0.5158
H -0.80353 -0.99768 -3.44254  0.2531
C 0.89430 1.12236 -2.71268  -0.7708
Cl -0.39924 -0.82214 2.36165  -0.4231
Cl 2.25491 1.16496 0.22727  -0.4043
P 1.29431 -2.10835 -0.32322  1.2956
C 2.10206 -2.56130 1.21300  -1.3123
H 1.36256 -2.96436 1.91690  0.3820
H 2.57719 -1.68601 1.68307  0.3148
H 2.85541 -3.31447 0.97201  0.5269
C 0.22389 -3.45787 -0.76778  -1.1078
H -0.25531 -3.26492 -1.73988  0.0963
H -0.56819 -3.58279 -0.01396  0.2642
H 0.82505 -4.37085 -0.82771  0.5197
C 2.55545 -1.96938 -1.55919  -1.0171
H 3.04944 -0.98674 -1.51488  0.2929
H 2.11135 -2.08663 -2.55484  -0.0042
H 3.29258 -2.75978 -1.38452  0.6425
P -3.67546 -1.59995 -2.38281  1.5446
C -4.33394 -2.65274 -1.11148  -1.3352
C -3.30656 -2.55806 -3.84249  -1.2155
H -4.60824 -2.07731 -0.21385  0.4359
H -3.61430 -3.43397 -0.82022  0.3831
H -5.24471 -3.14117 -1.49978  0.4507
H -2.96909 -1.90370 -4.66150  0.2622
H -4.21817 -3.08976 -4.16990  0.4832
H -2.51941 -3.30153 -3.63974  0.3928
C -4.92155 -0.40402 -2.83020  -1.3472
H -5.11013 0.29309 -2.00018  0.4043
H -5.86422 -0.92584 -3.07383  0.4908
H -4.59041 0.17024 -3.70772  0.3222
H 1.75987 1.45794 -2.16663  0.0448
C 0.01122 3.83560 4.17273  -0.9019
N -0.68132 3.56581 2.89584  0.1752
C -1.70701 4.31438 2.42744  -0.0454
C -2.32107 4.00925 1.24953  -1.2616
C -1.93589 2.89898 0.47502  1.3204
N -0.92592 2.15812 0.93655  0.1522
C -0.24387 2.45354 2.14923  -0.0937
O 0.69034 1.78018 2.56921  -0.5788
N -2.56064 2.58076 -0.66664  0.0839
H -0.08539 2.97964 4.84136  0.3217
H -0.43296 4.70574 4.65177  0.3223
H 1.07092 4.02896 3.99620  0.3206
H -2.01271 5.15608 3.03690  0.3868
H -3.14097 4.62357 0.90886  0.4166
H -3.34577 3.13114 -1.00422  0.2381
H -2.31206 1.78272 -1.25356  -0.4004